Run i
C2HClN2O | the ωB97M-V functional and the def2-TZVPD basis

Structure (XYZ):
```
7
C2HClN2O, DFT the ωB97M-V functional and the def2-TZVPD basis
C -1.48058 0.30713 -0.73304
C -0.33753 1.01780 -0.71751
N -2.39987 -0.41114 -0.60367
N 0.69501 1.54210 -0.61357
O 1.74085 2.05450 -0.41391
Cl 1.29785 -1.99726 1.94268
H 0.48426 -2.51314 1.13903
```

Its SMILES is N#CC#[N+][O-].Cl. The HOMO energy comes out at -10.8497 eV. The HOMO-LUMO gap is 10.656 eV. The multiplicity is 1.



Run ii
C2HClN2O | the ωB97M-V functional and the def2-TZVPD basis

Structure (XYZ):
```
7
C2HClN2O, DFT the ωB97M-V functional and the def2-TZVPD basis
C 1.16521 -1.21527 0.22358
C 0.95016 0.10324 0.27278
N 1.45901 -2.33025 0.21688
N 1.34766 1.15871 0.11916
O 1.60617 2.31458 0.00771
Cl -3.52844 0.08762 -1.01506
H -2.99978 -0.11864 0.17496
```

Its SMILES is N#CC#[N+][O-].Cl. The HOMO energy comes out at -11.0358 eV. The HOMO-LUMO gap is 10.666 eV. The multiplicity is 1.



Run iii
C2HClN2O | the ωB97M-V functional and the def2-TZVPD basis

Structure (XYZ):
```
7
C2HClN2O, DFT the ωB97M-V functional and the def2-TZVPD basis
C 0.52361 -0.27253 -1.03788
C 0.26258 0.46132 0.06393
N 0.62217 -1.00221 -1.91420
N -0.39252 -0.39893 1.41271
O -0.92682 -1.37463 1.10795
Cl -1.25892 1.46632 0.14624
H 1.16990 1.12067 0.22125
```

Its SMILES is N#C[C@@H](Cl)N=O. The HOMO energy comes out at -10.0255 eV. The HOMO-LUMO gap is 9.264 eV. The multiplicity is 1.



Run iv
C2HClN2O | the ωB97M-V functional and the def2-TZVPD basis

Structure (XYZ):
```
7
C2HClN2O, DFT the ωB97M-V functional and the def2-TZVPD basis
C -1.10975 -0.84982 -1.74914
C -0.36896 0.48703 0.30749
N -0.27037 -1.39421 -2.32642
N -2.05139 -0.12647 -1.23136
O -0.88524 1.19291 1.08472
Cl -3.40158 -0.71880 -0.42770
H 0.48288 0.00097 0.08800
```

The HOMO energy (alpha / beta) comes out at -9.0889 / -9.0852 eV. The HOMO-LUMO gap (alpha / beta) is 7.485 / 7.477 eV. The multiplicity is 1.



Ordering by calculated energy gives the sequence run i, run ii, run iii, run iv, with the first entry being the most stable.



Run i
C3H12N2O2 | the ωB97M-V functional and the def2-TZVPD basis

Structure (XYZ):
```
19
C3H12N2O2, DFT the ωB97M-V functional and the def2-TZVPD basis
C 1.68421 1.34424 0.01234
N 2.00992 1.00940 1.30574
O 0.63164 1.90021 -0.26340
O 2.80916 1.58447 -0.72662
H -0.75729 0.42564 -0.18835
H 2.54571 2.04379 -1.53591
H 1.56126 -0.89619 -0.51254
H 2.95473 0.71188 1.48166
H 1.34399 1.25174 2.02075
C -1.55219 -0.95320 1.07600
C -1.81183 -0.86931 -1.33956
N -0.95636 -0.57689 -0.19831
H 0.71077 -0.97814 -0.43591
H -0.87167 -0.67101 1.87768
H -1.31939 -0.51723 -2.24354
H -2.51586 -0.45664 1.25294
H -1.71157 -2.03241 1.08844
H -1.96692 -1.94783 -1.40239
H -2.78830 -0.37251 -1.26902
```

The HOMO energy comes out at -8.4153 eV. The HOMO-LUMO gap is 9.191 eV. The multiplicity is 1.



Run ii
C3H12N2O2 | the ωB97M-V functional and the def2-TZVPD basis

Structure (XYZ):
```
19
C3H12N2O2, DFT the ωB97M-V functional and the def2-TZVPD basis
C -2.39345 0.52459 -0.05399
C -1.14315 -0.26096 -0.33307
C -0.56060 -0.93708 0.66883
N 0.79006 -1.41412 0.73932
N -0.49188 -0.15116 -1.58077
H -2.86686 0.22867 0.88307
H -1.99259 1.50951 0.24801
H -2.98235 0.63308 -0.96326
H -1.13966 -1.07887 1.58044
H 1.09623 -1.41020 1.70463
H 0.94817 -2.31324 0.30094
H -0.99176 0.51875 -2.15213
H 0.45316 0.25153 -1.51516
H 0.30177 0.69029 1.28463
H 0.46322 2.18356 1.18668
O 0.48060 1.48081 1.82902
H 2.05848 0.47007 -0.56106
H 3.09474 -0.45168 -1.35927
O 2.49703 0.30546 -1.38912
```

Its SMILES is C/C(N)=C/N.O.O. The HOMO energy comes out at -8.1037 eV. The HOMO-LUMO gap is 8.847 eV. The multiplicity is 1.



Ordering by calculated energy gives the sequence run ii, run i, with the first entry being the most stable.



Run i
C3H12N2O2 | the ωB97M-V functional and the def2-TZVPD basis

Structure (XYZ):
```
19
C3H12N2O2, DFT the ωB97M-V functional and the def2-TZVPD basis
C 1.62710 -0.23440 -1.12076
C 0.58577 0.66830 -0.55482
C 0.52043 0.93897 0.75491
N -0.49755 1.66563 1.37948
N -0.51781 1.02585 -1.40586
H 2.57623 -0.06140 -0.61352
H 1.37341 -1.28765 -1.01968
H 1.82180 -0.06232 -2.17503
H 1.43225 0.87152 1.32983
H -1.27182 2.00012 0.83565
H -0.25130 2.12742 2.23124
H -0.19911 1.01822 -2.36830
H -0.83347 1.98143 -1.25102
H -0.13882 -1.76542 2.47962
H -0.64582 -2.24260 1.10799
O -0.18859 -2.54042 1.91601
H -1.46513 -0.64925 -0.64369
H -2.41700 -1.87447 -0.50672
O -1.51059 -1.57951 -0.37530
```

Its SMILES is C/C(N)=C/N.O.O. The HOMO energy comes out at -7.4952 eV. The HOMO-LUMO gap is 8.203 eV. The multiplicity is 1.



Run ii
C3H12N2O2 | the ωB97M-V functional and the def2-TZVPD basis

Structure (XYZ):
```
19
C3H12N2O2, DFT the ωB97M-V functional and the def2-TZVPD basis
C -0.93008 0.33172 2.17797
C 0.40855 0.80455 1.58475
N 0.65447 0.52549 0.19199
C 0.36259 1.38796 -0.84089
N 0.72952 1.22218 -2.06529
H -1.82903 0.90204 1.96987
H -0.78978 0.03865 3.21811
H -1.11539 -0.64625 1.72126
H 0.52127 1.88283 1.73479
H 1.21119 0.31258 2.14798
H 1.20255 -0.30746 0.02900
H 0.14695 2.38302 -0.42541
H 0.85217 2.18574 -2.38953
H -0.54604 -0.36139 -2.30997
H -1.98366 -0.76788 -2.09709
O -1.08941 -1.02309 -1.84553
H 0.79802 -3.69677 -0.68979
H 0.31407 -2.38825 -1.27622
O 1.08203 -2.78567 -0.83600
```

Its SMILES is [H]/N=C/NCC.O.O. The HOMO energy comes out at -8.8420 eV. The HOMO-LUMO gap is 9.723 eV. The multiplicity is 1.



Ordering by calculated energy gives the sequence run i, run ii, with the first entry being the most stable.



Run i
C3H12N2O2 | the ωB97M-V functional and the def2-TZVPD basis

Structure (XYZ):
```
19
C3H12N2O2, DFT the ωB97M-V functional and the def2-TZVPD basis
C 0.93792 0.08345 2.35025
C 0.65869 0.56134 0.92131
N 0.14903 0.32309 -1.87157
C -0.65765 -0.19745 -0.85785
N -0.49287 -0.15017 0.39099
H 1.10090 -0.98898 2.32582
H 0.08369 0.37026 2.95220
H 1.80647 0.62220 2.74016
H 1.57681 0.33260 0.35481
H 0.51745 1.64390 0.90714
H 1.09483 0.59915 -1.67179
H -0.31173 0.85832 -2.59095
H -1.54916 -0.66387 -1.26729
H -1.93786 -5.01421 0.20047
H -2.07377 -3.52064 0.48479
O -1.57869 -4.15426 -0.04631
H 1.72742 3.52775 -0.52347
H 0.59340 2.88986 -1.28201
O 0.82428 3.70980 -0.81030
```

Its SMILES is CC/N=C\N.O.O. The HOMO energy comes out at -9.4333 eV. The HOMO-LUMO gap is 10.062 eV. The multiplicity is 1.



Run ii
C3H12N2O2 | the ωB97M-V functional and the def2-TZVPD basis

Structure (XYZ):
```
19
C3H12N2O2, DFT the ωB97M-V functional and the def2-TZVPD basis
C 1.33750 0.34756 -1.18079
C 0.73732 -0.24778 0.02163
C 0.26385 -1.49015 -0.06948
N -0.04284 -2.34889 1.04577
N 0.93026 0.57617 1.23210
H 1.82716 1.28426 -0.96874
H 2.13267 -0.26024 -1.65275
H 0.61866 0.53080 -1.99855
H 0.03022 -2.08788 -0.94154
H -0.14703 -1.89347 2.03537
H -0.93270 -2.87120 0.86018
H 1.77672 1.14153 1.20744
H 0.84182 -0.02272 2.15487
H -1.67303 0.13903 -1.04236
H -1.19386 1.27895 -2.08110
O -1.69457 0.40981 -2.06543
H -1.09426 1.21078 1.19879
H -2.12558 2.37965 1.43979
O -1.59232 1.92380 0.80479
```

Its SMILES is C/C(N)=C/N.O.O. The HOMO energy comes out at -7.7881 eV. The HOMO-LUMO gap is 8.386 eV. The multiplicity is 1.



Ordering by calculated energy gives the sequence run i, run ii, with the first entry being the most stable.